1.
The following is a quantum chemistry calculation of the molecule C20H23N3O2S, from OMol25.

Cartesian coordinates (Å):
C1 0.97 2.05 -1.39
H1 1.13 2.31 -2.44
H2 1.05 2.97 -0.81
H3 1.75 1.38 -1.07
C2 -0.41 1.41 -1.23
N1 -0.61 0.91 0.11
C3 -0.71 -0.39 0.48
O1 -1.05 -0.68 1.63
C4 -0.42 -1.48 -0.52
H4 -0.66 -2.42 -0.01
H5 -1.11 -1.39 -1.37
C5 1.03 -1.54 -1.01
C6 2.02 -1.33 0.08
C7 1.90 -1.65 1.41
N2 3.03 -1.29 2.08
C8 3.92 -0.74 1.21
C9 5.19 -0.23 1.42
C10 5.87 0.27 0.33
C11 5.29 0.27 -0.95
C12 4.03 -0.24 -1.16
C13 3.32 -0.75 -0.07
H6 3.60 -0.25 -2.15
H7 5.86 0.66 -1.78
H8 6.86 0.68 0.45
H9 5.64 -0.22 2.40
H10 3.17 -1.40 3.07
H11 1.07 -2.09 1.93
H12 1.19 -2.52 -1.48
H13 1.20 -0.79 -1.79
C14 -0.97 1.92 1.10
H14 -0.48 2.86 0.85
H15 -0.67 1.58 2.09
C15 -2.50 2.08 1.01
O2 -3.02 2.92 0.30
N3 -3.16 1.14 1.71
H16 -2.60 0.39 2.10
C16 -4.53 0.80 1.37
C17 -4.52 -0.27 0.33
C18 -4.27 -0.12 -1.00
C19 -4.17 -1.34 -1.69
C20 -4.34 -2.41 -0.87
S1 -4.61 -1.94 0.76
H17 -4.32 -3.46 -1.12
H18 -4.00 -1.42 -2.75
H19 -4.17 0.85 -1.47
H20 -5.05 0.47 2.27
H21 -5.01 1.71 0.98
H22 -1.19 2.15 -1.43
H23 -0.53 0.60 -1.94

## Properties
Structure (SMILES): CCN(CC(=O)NCc1cccs1)C(=O)CCc1c[nH]c2ccccc12
Relative energy (zero: lowest compared OMol25 entry of this formula, charge and spin) in kcal/mol: 0.3
Charge: 0
HOMO level in eV: -7.9
Frontier orbital gap in eV: 8.6
E_LUMO in hartree: 0.025

Electronic structure analysis, Mulliken charges in units of e: atom 1 (C): -1.3427, atom 2 (H): 0.3988, atom 3 (H): 0.4292, atom 4 (H): 0.2512, atom 5 (C): -0.8441, atom 6 (N): 0.5229, atom 7 (C): 1.0092, atom 8 (O): -0.8170, atom 9 (C): -1.2313, atom 10 (H): 0.3240, atom 11 (H): 0.3507, atom 12 (C): -0.7735, atom 13 (C): 0.9130, atom 14 (C): -1.0124, atom 15 (N): 0.0370, atom 16 (C): -0.6848, atom 17 (C): -0.8582, atom 18 (C): -0.5229, atom 19 (C): -0.7595, atom 20 (C): -0.2545, atom 21 (C): 0.8890, atom 22 (H): 0.4245, atom 23 (H): 0.3939, atom 24 (H): 0.3816, atom 25 (H): 0.3929, atom 26 (H): 0.1948, atom 27 (H): 0.5816, atom 28 (H): 0.5250, atom 29 (H): 0.2895, atom 30 (C): -1.0785, atom 31 (H): 0.5160, atom 32 (H): 0.4302, atom 33 (C): 0.5197, atom 34 (O): -0.6407, atom 35 (N): -0.1372, atom 36 (H): 0.3303, atom 37 (C): -1.1492, atom 38 (C): 0.5325, atom 39 (C): -0.3469, atom 40 (C): -0.6741, atom 41 (C): -0.4503, atom 42 (S): -0.1531, atom 43 (H): 0.4608, atom 44 (H): 0.4312, atom 45 (H): 0.4922, atom 46 (H): 0.3981, atom 47 (H): 0.3744, atom 48 (H): 0.4255, atom 49 (H): 0.5113


2.
The following is a quantum chemistry calculation of the molecule C20H23N3O3, from OMol25.

Cartesian coordinates (Å):
C1 -1.96 2.65 -1.54
H1 -2.64 2.52 -2.37
H2 -2.25 3.53 -0.97
H3 -2.04 1.78 -0.90
C2 -0.53 2.80 -2.06
C3 -0.15 1.65 -2.92
N1 -0.99 1.05 -3.72
C4 -0.29 0.07 -4.37
C5 -0.69 -0.85 -5.32
C6 0.26 -1.73 -5.80
C7 1.58 -1.70 -5.35
C8 2.00 -0.79 -4.40
C9 1.05 0.10 -3.91
N2 1.12 1.12 -2.99
C10 2.28 1.45 -2.22
H4 3.16 1.42 -2.87
H5 2.20 2.45 -1.82
C11 2.51 0.45 -1.07
O1 3.74 0.79 -0.47
H6 3.82 0.27 0.33
C12 1.37 0.49 -0.05
O2 1.68 -0.48 0.93
C13 0.80 -0.66 1.97
C14 -0.37 0.06 2.15
C15 -1.19 -0.20 3.24
C16 -0.84 -1.17 4.16
C17 0.34 -1.89 3.98
C18 1.16 -1.63 2.90
H7 2.07 -2.19 2.75
H8 0.63 -2.65 4.69
N3 -1.62 -1.47 5.28
C19 -2.79 -0.90 5.69
O3 -3.36 0.00 5.12
C20 -3.32 -1.54 6.97
H9 -2.60 -1.42 7.77
H10 -3.51 -2.60 6.81
H11 -4.25 -1.05 7.25
H12 -1.25 -2.22 5.86
H13 -2.10 0.36 3.37
H14 -0.68 0.82 1.45
H15 1.33 1.49 0.41
H16 0.42 0.26 -0.54
H17 2.56 -0.57 -1.48
H18 3.03 -0.77 -4.06
H19 2.29 -2.40 -5.76
H20 -0.02 -2.46 -6.54
H21 -1.71 -0.87 -5.67
H22 -0.46 3.71 -2.66
H23 0.17 2.90 -1.23

## Properties
Structure (SMILES): CCc1nc2ccccc2n1C[C@@H](O)COc1ccc(NC(C)=O)cc1
Relative energy (zero: lowest compared OMol25 entry of this formula, charge and spin) in kcal/mol: 21.3
Charge: 0
HOMO level in eV: -8.2
Frontier orbital gap in eV: 8.8
E_LUMO in hartree: 0.023

Electronic structure analysis, Mulliken charges in units of e: atom 1 (C): -1.3446, atom 2 (H): 0.3701, atom 3 (H): 0.3934, atom 4 (H): 0.2727, atom 5 (C): -0.0916, atom 6 (C): 0.4318, atom 7 (N): -0.6912, atom 8 (C): 0.2780, atom 9 (C): -0.7115, atom 10 (C): -0.4296, atom 11 (C): -0.7362, atom 12 (C): -0.7754, atom 13 (C): 0.8699, atom 14 (N): 0.3387, atom 15 (C): -1.7074, atom 16 (H): 0.4068, atom 17 (H): 0.5004, atom 18 (C): 0.6195, atom 19 (O): -0.6064, atom 20 (H): 0.3814, atom 21 (C): -0.7514, atom 22 (O): -0.3783, atom 23 (C): 0.2187, atom 24 (C): -0.3805, atom 25 (C): -0.6847, atom 26 (C): 0.7942, atom 27 (C): -0.5684, atom 28 (C): -0.7541, atom 29 (H): 0.4185, atom 30 (H): 0.2755, atom 31 (N): -0.1741, atom 32 (C): 0.8079, atom 33 (O): -0.6141, atom 34 (C): -1.3209, atom 35 (H): 0.3284, atom 36 (H): 0.3286, atom 37 (H): 0.3544, atom 38 (H): 0.1855, atom 39 (H): 0.5187, atom 40 (H): 0.3905, atom 41 (H): 0.3848, atom 42 (H): 0.6153, atom 43 (H): 0.1943, atom 44 (H): 0.4043, atom 45 (H): 0.3862, atom 46 (H): 0.3775, atom 47 (H): 0.4530, atom 48 (H): 0.2946, atom 49 (H): 0.1272


3.
The following is a quantum chemistry calculation of the molecule C20H23N3O3, from OMol25.

Cartesian coordinates (Å):
O1 2.10 0.32 -1.14
C1 1.28 0.54 -2.00
N1 0.27 1.45 -1.89
C2 -0.16 2.15 -0.75
C3 0.41 1.95 0.50
C4 -0.06 2.63 1.62
C5 -1.10 3.50 1.45
C6 -1.68 3.70 0.19
C7 -1.23 3.04 -0.92
H1 -1.69 3.20 -1.88
O2 -2.69 4.61 0.30
C8 -2.74 4.99 1.66
O3 -1.75 4.29 2.37
H2 -2.56 6.07 1.74
H3 -3.73 4.76 2.07
H4 0.38 2.47 2.59
H5 1.23 1.26 0.60
H6 -0.31 1.60 -2.71
C9 1.28 -0.18 -3.34
C10 0.07 -1.14 -3.52
N2 -0.20 -2.08 -2.46
C11 -0.89 -1.53 -1.30
C12 -1.33 -2.69 -0.40
N3 -0.19 -3.47 0.04
C13 0.55 -3.04 1.14
C14 0.28 -1.86 1.84
C15 1.01 -1.51 2.96
C16 2.03 -2.32 3.43
C17 2.30 -3.50 2.75
C18 1.58 -3.86 1.64
H7 1.80 -4.80 1.15
H8 3.09 -4.16 3.11
H9 2.60 -2.04 4.30
H10 0.77 -0.59 3.47
H11 -0.50 -1.19 1.52
C19 0.50 -4.00 -1.12
C20 0.96 -2.86 -2.04
H12 1.43 -3.28 -2.93
H13 1.69 -2.25 -1.50
H14 1.36 -4.59 -0.82
H15 -0.20 -4.64 -1.66
H16 -1.89 -2.32 0.45
H17 -1.97 -3.36 -0.98
H18 -1.76 -0.97 -1.65
H19 -0.25 -0.85 -0.72
H20 0.26 -1.72 -4.43
H21 -0.84 -0.56 -3.67
H22 2.21 -0.75 -3.40
H23 1.26 0.55 -4.15

## Properties
Structure (SMILES): O=C(CCN1CCN(c2ccccc2)CC1)Nc1ccc2c(c1)OCO2
Relative energy (zero: lowest compared OMol25 entry of this formula, charge and spin) in kcal/mol: 56.0
Charge: 0
HOMO level in eV: -7.5
Frontier orbital gap in eV: 8.1
E_LUMO in hartree: 0.022

Electronic structure analysis, Mulliken charges in units of e: atom 1 (O): -0.6170, atom 2 (C): 0.3190, atom 3 (N): 0.0443, atom 4 (C): 0.4697, atom 5 (C): -0.3845, atom 6 (C): -1.3528, atom 7 (C): 1.0946, atom 8 (C): 0.7530, atom 9 (C): -1.2916, atom 10 (H): 0.4209, atom 11 (O): -0.4985, atom 12 (C): -0.2713, atom 13 (O): -0.4824, atom 14 (H): 0.2459, atom 15 (H): 0.2409, atom 16 (H): 0.4369, atom 17 (H): 0.6642, atom 18 (H): 0.2077, atom 19 (C): -0.7923, atom 20 (C): -1.0811, atom 21 (N): -0.0053, atom 22 (C): 0.5557, atom 23 (C): -1.6864, atom 24 (N): 0.0601, atom 25 (C): 0.8696, atom 26 (C): -0.0495, atom 27 (C): -0.8758, atom 28 (C): -0.5187, atom 29 (C): -0.6463, atom 30 (C): -0.3272, atom 31 (H): 0.3521, atom 32 (H): 0.3718, atom 33 (H): 0.3990, atom 34 (H): 0.3627, atom 35 (H): 0.2287, atom 36 (C): -1.4689, atom 37 (C): -0.3392, atom 38 (H): 0.5211, atom 39 (H): 0.2373, atom 40 (H): 0.3769, atom 41 (H): 0.4428, atom 42 (H): 0.5444, atom 43 (H): 0.4907, atom 44 (H): 0.4913, atom 45 (H): -0.2268, atom 46 (H): 0.4030, atom 47 (H): 0.4772, atom 48 (H): 0.3818, atom 49 (H): 0.4525


4.
The following is a quantum chemistry calculation of the molecule C20H23N3O3S, from OMol25.

Cartesian coordinates (Å):
O1 7.46 -1.46 -0.76
C1 6.43 -1.09 -1.29
N1 5.49 -0.39 -0.61
C2 4.32 0.18 -1.12
C3 3.31 0.56 -0.25
C4 2.16 1.19 -0.70
C5 2.03 1.48 -2.06
C6 3.02 1.10 -2.94
C7 4.16 0.44 -2.49
S1 5.42 -0.01 -3.63
C8 6.07 -1.44 -2.72
H1 5.31 -2.22 -2.73
H2 6.96 -1.78 -3.25
H3 2.94 1.32 -3.99
H4 1.17 2.02 -2.43
C9 1.14 1.56 0.33
O2 1.44 1.75 1.50
N2 -0.12 1.69 -0.13
H5 -0.34 1.37 -1.06
C10 -1.23 1.94 0.77
H6 -0.90 2.69 1.49
H7 -2.07 2.32 0.19
C11 -1.64 0.67 1.56
C12 -2.70 1.02 2.57
C13 -3.68 1.97 2.59
C14 -4.39 1.78 3.80
C15 -3.79 0.73 4.42
O3 -2.77 0.27 3.68
H8 -3.99 0.24 5.35
H9 -5.23 2.35 4.15
H10 -3.87 2.73 1.85
N3 -2.10 -0.46 0.77
C16 -3.19 -0.20 -0.15
C17 -3.88 -1.52 -0.49
C18 -2.88 -2.50 -1.09
C19 -1.71 -2.67 -0.13
C20 -1.09 -1.30 0.18
H11 -0.26 -1.41 0.88
H12 -0.69 -0.88 -0.76
H13 -0.95 -3.32 -0.57
H14 -2.06 -3.11 0.80
H15 -3.36 -3.46 -1.27
H16 -2.52 -2.11 -2.04
H17 -4.71 -1.33 -1.18
H18 -4.29 -1.93 0.44
H19 -3.89 0.49 0.32
H20 -2.83 0.27 -1.09
H21 -0.76 0.32 2.12
H22 3.42 0.38 0.81
H23 5.66 -0.25 0.37

## Properties
Structure (SMILES): O=C1CSc2ccc(C(=O)NC[C@@H](c3ccco3)N3CCCCC3)cc2N1
Relative energy (zero: lowest compared OMol25 entry of this formula, charge and spin) in kcal/mol: 29.9
Charge: 0
HOMO level in eV: -8.4
Frontier orbital gap in eV: 8.7
E_LUMO in hartree: 0.012

Electronic structure analysis, Mulliken charges in units of e: atom 1 (O): -0.6209, atom 2 (C): 0.4772, atom 3 (N): -0.1411, atom 4 (C): 0.4189, atom 5 (C): -0.8817, atom 6 (C): 0.2134, atom 7 (C): -0.5583, atom 8 (C): -0.8745, atom 9 (C): 0.6477, atom 10 (S): -0.1430, atom 11 (C): -0.5734, atom 12 (H): 0.3119, atom 13 (H): 0.3532, atom 14 (H): 0.4250, atom 15 (H): 0.5228, atom 16 (C): 0.3684, atom 17 (O): -0.6703, atom 18 (N): 0.0014, atom 19 (H): 0.3504, atom 20 (C): -1.5623, atom 21 (H): 0.4439, atom 22 (H): 0.4723, atom 23 (C): 0.5441, atom 24 (C): -0.4543, atom 25 (C): -0.6095, atom 26 (C): -0.5378, atom 27 (C): -0.5853, atom 28 (O): -0.3931, atom 29 (H): 0.4734, atom 30 (H): 0.4547, atom 31 (H): 0.4982, atom 32 (N): 0.3427, atom 33 (C): -0.3822, atom 34 (C): -0.9411, atom 35 (C): -0.6530, atom 36 (C): -0.9256, atom 37 (C): -0.3810, atom 38 (H): 0.3719, atom 39 (H): 0.1611, atom 40 (H): 0.3833, atom 41 (H): 0.3586, atom 42 (H): 0.3384, atom 43 (H): 0.3056, atom 44 (H): 0.3867, atom 45 (H): 0.3315, atom 46 (H): 0.3969, atom 47 (H): 0.2087, atom 48 (H): 0.7100, atom 49 (H): 0.3972, atom 50 (H): 0.2190